[1]
Density functional theory data (ωB97M-V/def2-TZVPD) for a cluster of 9 separate species, C47H62N10O5S in total at a distorted geometry.

The geometry in XYZ format:
```
125
Properties=species:S:1:pos:R:3:forces:R:3
C -0.52555 -0.19866 3.37873 0.2 -0.9 -0.1
C -1.06339 -1.52850 2.65198 -2.4 -0.1 0.3
N -2.37018 -1.75976 2.67297 3.9 1.0 -0.1
C -0.11555 -2.61969 1.93983 -0.8 0.9 0.1
C 0.58956 -1.93249 0.63195 -1.0 -1.3 0.4
C 2.08714 -1.46255 0.95433 -0.1 0.4 -1.0
C 2.47906 -0.02855 0.28034 0.0 -0.3 1.0
C 4.04420 -0.01617 -0.12751 -0.5 0.9 1.1
N 4.29065 0.14762 -1.58765 0.2 -1.2 1.1
C 3.76552 -0.98879 -2.39132 -0.9 -0.4 -1.5
C 2.83745 -0.39020 -3.57994 -1.7 1.8 -2.3
C 2.52333 1.13126 -3.61088 -1.9 -1.6 -2.9
C 1.60359 1.75310 -4.72520 0.6 -3.6 -0.2
C 0.97207 0.85675 -5.84506 2.6 -1.5 3.1
C 1.31743 -0.67795 -5.82635 1.2 2.4 2.6
C 2.22645 -1.26032 -4.71732 -0.6 2.9 -0.1
O 2.51058 -2.67674 -4.73242 0.3 2.1 -0.4
C 0.38894 -2.92202 -0.64594 0.4 -2.0 -0.8
O -0.53234 -2.37981 -1.66672 0.3 3.1 1.7
S -0.86014 -0.77219 -1.27673 -3.4 3.9 -0.7
O -0.25181 0.29332 -2.14105 0.4 -3.9 2.4
O -2.30861 -0.39601 -1.15780 3.3 -2.6 0.1
O -0.35572 -0.85703 0.31756 1.0 -0.1 -2.1
H -1.00782 -0.18706 4.42238 0.9 0.0 -1.5
H -0.85037 0.76296 2.82829 0.6 -1.7 0.7
H 0.61432 -0.28309 3.48144 -1.6 0.5 -0.1
H -2.78958 -0.95187 3.16610 -0.1 -0.5 -0.2
H 0.65290 -2.97531 2.70604 -0.9 0.3 -1.2
H -0.81687 -3.47336 1.60257 1.2 1.4 0.7
H 2.24377 -1.46490 2.08903 -0.2 0.2 -1.7
H 2.81550 -2.22579 0.51260 -1.2 0.8 0.7
H 2.30471 0.74493 1.12385 0.3 -1.1 -1.5
H 1.78059 0.24968 -0.58539 1.2 -0.5 1.1
H 4.49716 0.91652 0.38805 -0.5 -1.6 -0.8
H 4.53000 -0.95285 0.33506 -0.5 1.2 -0.7
H 5.31549 0.24671 -1.67723 -0.9 -0.2 -0.3
H 3.09163 -1.70777 -1.78506 1.1 1.3 -0.7
H 4.59183 -1.66727 -2.83464 -1.2 1.2 0.6
H 2.90394 1.87250 -2.82967 -0.4 -1.6 -1.2
H 1.40575 2.88664 -4.69239 0.4 -2.1 -0.1
H 0.27099 1.29457 -6.64450 1.3 -0.8 1.4
H 0.88857 -1.37595 -6.61618 0.7 1.0 1.3
H 3.28669 -2.78985 -5.32248 -0.7 0.0 0.5
H 1.32101 -3.21734 -1.24130 -0.9 0.9 1.1
H -0.12041 -3.93302 -0.41867 0.9 1.7 0.3
N -6.01180 -3.48359 2.07308 -0.1 0.0 0.0
C -4.76908 -3.64305 2.62256 0.1 0.1 0.0
C -4.89718 -4.44037 3.73487 0.0 0.3 0.0
C -6.26939 -4.77738 3.85818 -0.2 0.1 0.0
C -6.93110 -4.17495 2.81702 -0.2 0.0 0.1
H -6.21829 -2.94145 1.24929 0.1 -0.2 0.1
H -3.90365 -3.17478 2.17619 -0.2 -0.1 0.2
H -4.09310 -4.74667 4.38747 -0.1 0.0 -0.1
H -6.72138 -5.39166 4.62317 0.0 0.1 -0.1
H -7.97513 -4.17724 2.54230 0.1 -0.3 0.0
N 2.94853 2.95381 3.09460 0.1 0.0 0.1
C 3.02096 2.28436 4.28673 0.0 -0.1 0.0
C 4.13984 2.72338 4.95181 -0.1 -0.2 0.1
C 4.76254 3.69805 4.13313 0.1 0.1 -0.2
C 4.00377 3.82140 2.99507 0.1 0.0 -0.1
H 2.23042 2.82845 2.39922 0.1 0.1 0.1
H 2.27298 1.55433 4.55755 0.1 0.1 0.0
H 4.47244 2.38183 5.92131 -0.1 0.1 0.0
H 5.66544 4.24882 4.35251 -0.1 0.0 0.0
H 4.12377 4.44885 2.12486 0.0 0.0 0.1
N 1.68019 5.54574 -5.62211 0.0 0.0 0.0
C 2.60220 6.19220 -4.84265 0.0 0.0 0.0
C 3.62464 6.61398 -5.65688 -0.1 0.0 0.3
C 3.30557 6.21231 -6.97743 -0.1 -0.1 -0.2
C 2.09886 5.55792 -6.92594 0.0 0.0 -0.1
H 0.82687 5.12742 -5.28866 0.1 0.1 -0.1
H 2.45208 6.29457 -3.77856 0.0 0.0 -0.1
H 4.50428 7.15301 -5.33754 -0.1 -0.1 0.0
H 3.89354 6.38375 -7.86743 0.0 0.0 0.1
H 1.50386 5.09988 -7.70204 0.0 0.0 0.1
N 4.08181 4.95480 -10.28374 0.1 0.0 -0.1
C 4.17416 5.90524 -11.26554 0.0 0.1 0.0
C 5.42670 5.81906 -11.82233 -0.2 0.2 -0.1
C 6.11369 4.77432 -11.15586 0.0 -0.2 0.2
C 5.25827 4.25759 -10.21376 0.0 0.0 0.1
H 3.27432 4.79325 -9.70392 0.2 0.0 -0.1
H 3.34338 6.55990 -11.48140 0.1 0.0 0.0
H 5.80602 6.43854 -12.62162 -0.1 -0.1 0.1
H 7.12225 4.43721 -11.34490 -0.1 0.0 0.0
H 5.38514 3.45706 -9.50069 0.0 0.1 -0.1
N -4.78218 1.28929 2.18829 0.1 0.0 0.1
C -3.67040 1.86938 1.63826 0.1 0.0 -0.1
C -3.27850 2.89751 2.46157 0.1 -0.2 -0.2
C -4.18436 2.93496 3.55164 -0.2 -0.1 0.2
C -5.09960 1.92942 3.35780 -0.1 0.0 0.0
H -5.28760 0.51199 1.79458 0.1 0.2 0.0
H -3.25629 1.50253 0.71043 0.0 0.0 0.1
H -2.43292 3.54958 2.29805 -0.1 0.0 0.0
H -4.16787 3.62111 4.38568 0.0 -0.1 -0.1
H -5.94730 1.61500 3.94804 0.1 0.1 0.0
N -8.98028 -1.53167 2.75306 -0.1 0.1 -0.1
C -10.33053 -1.33195 2.85261 0.0 0.0 0.0
C -10.53546 -0.05819 3.32671 -0.1 -0.2 -0.1
C -9.26044 0.53247 3.51403 0.2 0.0 0.0
C -8.32132 -0.40073 3.14902 0.1 0.0 0.0
H -8.53634 -2.37894 2.43651 -0.1 0.3 0.2
H -11.02687 -2.11058 2.58015 0.0 0.1 0.0
H -11.49594 0.39786 3.51623 0.1 -0.1 0.0
H -9.05338 1.52932 3.87499 0.0 -0.1 0.0
H -7.24248 -0.35878 3.13741 -0.1 0.0 0.1
N 6.41218 0.44681 6.43652 0.1 -0.1 0.0
C 7.65830 0.28778 6.98118 0.0 0.0 0.0
C 7.53624 -0.50814 8.09407 0.2 0.1 -0.1
C 6.16656 -0.84658 8.22243 -0.2 0.0 -0.1
C 5.49754 -0.24563 7.18417 -0.1 0.0 0.0
H 6.20084 0.98848 5.61309 0.0 -0.1 0.1
H 8.52175 0.75464 6.53198 -0.1 -0.1 0.1
H 8.34364 -0.81380 8.74305 -0.1 0.0 -0.1
H 5.71952 -1.46221 8.98910 0.0 0.1 -0.1
H 4.45213 -0.24992 6.91429 0.1 0.0 0.1
N -3.97278 -8.48766 0.50757 0.1 0.0 0.0
C -4.19170 -7.13512 0.47049 -0.1 0.0 0.0
C -5.01209 -6.80941 1.52294 0.1 0.1 -0.4
C -5.29424 -8.00776 2.22414 0.1 -0.3 0.0
C -4.63736 -9.02628 1.57673 0.0 -0.1 0.0
H -3.41043 -9.00455 -0.14842 -0.1 0.1 0.1
H -3.74704 -6.52379 -0.30042 -0.1 0.0 0.1
H -5.36763 -5.82173 1.76135 0.1 -0.2 -0.1
H -5.90944 -8.11359 3.10571 0.1 0.0 -0.1
H -4.58684 -10.08474 1.78336 0.0 0.1 0.0
```
Positions in Å, forces in eV/Å.

The molecular weight is 879.15 Da. The calculation puts the largest force on an atom at 5.2 eV Å⁻¹. The LUMO energy is 0.091 eV. The HOMO energy is -8.0 eV.

=====

[2]
Density functional theory data (ωB97M-V/def2-TZVPD) for the molecule C17H18F3N7O3S at a distorted geometry.

The geometry in XYZ format:
```
49
Properties=species:S:1:pos:R:3:forces:R:3
O 0.05408 -2.04282 -4.47687 -1.3 2.3 -0.1
O -1.72069 -1.43052 -2.94062 -0.2 1.3 -0.4
F 2.63188 2.71818 0.38250 -0.3 0.6 -0.2
F 1.00406 3.61080 1.59171 0.5 0.0 -0.3
F 2.93174 3.16147 2.45696 0.3 0.1 0.4
N -0.56909 -4.39035 5.34111 -0.5 -0.6 -0.2
N 1.79032 -0.69184 3.08645 0.2 -0.6 0.1
N 0.03693 -0.38914 1.53229 -0.3 -0.1 -0.6
N -1.14856 2.23853 -4.31133 0.4 0.0 0.1
O -0.82739 -3.87453 4.04014 0.5 0.2 0.0
C 0.50547 -3.81709 5.78840 -0.8 1.4 -1.5
C 0.95200 -2.85121 4.81765 1.7 0.4 1.6
C 0.11483 -2.94519 3.78495 0.2 -0.5 0.2
C 0.70192 -1.07348 2.43219 0.3 1.0 -0.3
C -1.90703 3.29010 -4.02637 -0.5 -0.5 0.6
C 2.21939 0.51523 2.76799 0.6 0.1 0.6
C 0.48991 0.80287 1.29408 -2.9 0.9 -2.9
C -0.74399 1.43037 -3.31116 -2.4 3.3 0.9
C -2.38733 3.53516 -2.74675 0.5 -0.3 0.6
C -1.96051 2.71923 -1.69353 -0.2 0.1 -0.5
C 1.54883 1.33674 1.89899 2.8 1.6 2.1
C -1.11921 1.63387 -1.97717 -0.2 0.5 0.8
N 0.13127 -2.26138 2.58049 -1.3 -3.0 1.4
N -0.18276 1.51377 0.32819 -0.8 -0.3 -0.6
N 0.01792 0.36789 -3.61476 1.6 -3.3 -2.2
C 0.98085 -4.02852 7.17427 0.2 -0.7 -0.1
C 2.03013 2.71582 1.59687 -0.1 -0.6 -0.2
C 1.12738 0.56303 -4.59202 0.8 -0.9 -0.1
C -0.60598 0.73483 -0.86562 0.7 0.7 -0.2
C -1.98401 -0.53621 -5.45855 -0.1 0.0 0.3
S -0.91021 -1.00652 -4.05652 1.3 -3.4 0.2
H 1.78297 -2.15636 4.92912 -0.4 -0.5 -0.2
H -2.25636 3.94152 -4.81434 0.3 -0.1 -0.4
H 3.16451 0.80309 3.22650 -0.2 0.2 0.0
H -3.04443 4.37468 -2.58279 -0.1 0.1 0.1
H -2.30032 2.92434 -0.67026 0.2 -0.2 -0.4
H -0.69078 -2.37132 2.00931 -0.1 0.0 -0.1
H 0.19127 2.41990 0.11458 0.0 0.0 -0.2
H 0.14685 -4.42785 7.76150 0.4 -0.2 0.0
H 1.85754 -4.70506 7.16212 -0.5 0.2 0.2
H 1.29287 -3.09169 7.61335 0.1 0.3 0.1
H 1.71140 1.45212 -4.36561 -0.3 0.1 0.4
H 0.79922 0.67004 -5.63178 -0.2 -0.1 0.2
H 1.81555 -0.32297 -4.52280 -0.8 0.9 0.0
H -1.35209 -0.00722 -0.60258 0.1 -0.1 0.1
H 0.30609 0.25192 -1.23642 -0.5 -0.4 -0.1
H -1.42791 0.15673 -6.07470 0.1 0.1 -0.2
H -2.89341 -0.04542 -5.09921 0.4 0.0 0.2
H -2.30511 -1.41557 -6.03996 0.6 0.1 0.5
```
Positions in Å, forces in eV/Å.

The molecular weight is 457.44 Da. The calculation puts the largest force on an atom at 4.3 eV Å⁻¹. As for the energy relative to the best compared isomer or geometry (same formula, charge and spin): 0.0000 eV. The LUMO energy is 0.250 eV. The HOMO energy is -8.6 eV.

=====

[3]
Density functional theory data (ωB97M-V/def2-TZVPD) for a cluster of 7 separate species, C46H101BF4N5O3 in total at a distorted geometry.

The geometry in XYZ format:
```
160
Properties=species:S:1:pos:R:3:forces:R:3
C 24.84887 0.75333 9.56427 0.4 1.1 -0.6
C 23.68458 0.14573 10.37637 1.0 -0.6 -2.0
C 22.91046 -0.81823 9.41300 0.2 -0.4 1.8
N 21.99731 -1.69214 10.30204 -1.0 -1.0 -0.5
C 21.08507 -2.53561 9.37531 -1.1 1.1 0.5
C 19.92888 -1.70088 8.67791 0.9 0.2 2.0
C 19.17920 -0.73464 9.73879 1.7 -0.6 -2.8
C 20.24011 0.12728 10.43737 -0.1 -0.8 0.8
C 21.11800 -0.86447 11.25182 1.0 -0.1 -0.4
C 22.80397 -2.72900 11.20650 0.1 1.5 -1.7
H 25.23382 1.72233 9.88198 0.0 -0.2 1.2
H 24.60366 1.11559 8.56590 -0.7 -0.8 -0.4
H 25.72108 0.11523 9.42224 -0.3 -0.3 0.2
H 23.04036 0.91435 10.80334 -0.1 -0.1 -0.2
H 24.10805 -0.45642 11.18023 0.0 0.2 0.1
H 23.45938 -1.60359 8.89339 0.9 0.5 0.2
H 22.38160 -0.31835 8.60151 -0.5 0.2 0.5
H 21.74531 -3.02807 8.66140 -0.2 -0.2 0.2
H 20.62413 -3.18694 10.11787 0.0 -0.6 -0.5
H 20.34962 -1.10167 7.87043 0.0 0.2 0.1
H 19.17073 -2.33196 8.21418 0.3 -0.4 0.2
H 18.62948 -0.20895 8.95804 -0.6 0.6 0.8
H 18.54659 -1.30673 10.41747 0.0 0.2 0.0
H 20.86253 0.73516 9.78073 0.0 -0.5 -0.6
H 19.80631 0.93596 11.02555 -0.2 -0.5 0.7
H 21.83175 -0.46336 11.97138 -0.1 0.6 -0.3
H 20.63468 -1.63121 11.85731 -0.8 0.2 -0.3
H 23.62705 -3.15017 10.62923 0.1 0.4 -0.3
H 22.22031 -3.61269 11.46444 -0.5 0.7 0.4
H 23.21539 -2.08982 11.98771 -0.2 -0.7 0.3
C 15.80384 0.98614 9.40270 -0.1 0.6 -0.2
C 16.85701 2.15095 9.02346 -3.2 -0.7 0.1
C 16.01192 3.29958 8.38094 1.6 1.1 -1.0
N 16.89709 4.35668 7.58987 2.2 -0.5 -0.8
C 16.25598 5.75390 7.35823 -0.4 -1.5 0.1
C 17.08369 6.85436 6.66594 0.7 -0.5 0.3
C 18.42769 7.08415 7.45534 -1.6 0.7 0.7
C 19.11516 5.79233 7.79296 0.0 -1.4 -0.6
C 18.22898 4.63962 8.35095 -0.1 -0.7 -1.0
C 17.18692 3.72299 6.18496 -0.4 1.2 1.0
H 16.23743 0.07645 9.81811 0.5 0.1 -0.4
H 15.14790 0.72368 8.57266 0.5 -0.2 -0.6
H 15.02407 1.19891 10.13399 0.4 1.0 0.4
H 17.54654 1.71011 8.30352 0.4 0.3 0.3
H 17.25232 2.51230 9.97280 0.6 0.0 -0.2
H 15.47795 3.91566 9.10442 -0.2 -0.3 0.3
H 15.40652 2.97970 7.53284 -0.5 -0.4 0.6
H 15.99740 6.06432 8.37058 -0.1 0.2 0.1
H 15.34180 5.46621 6.83899 -0.2 0.6 -0.1
H 16.41237 7.71151 6.61379 0.1 0.3 0.7
H 17.24662 6.74051 5.59421 0.3 -0.8 0.0
H 18.16024 7.52422 8.41602 -0.4 0.1 0.2
H 19.06036 7.86894 7.04069 0.1 -0.4 -0.5
H 19.94655 5.86958 8.49362 -0.2 0.4 0.3
H 19.62924 5.38846 6.92078 -0.1 -0.1 -0.3
H 17.94636 4.65805 9.40352 -0.3 0.8 0.2
H 18.84227 3.74238 8.26771 -0.1 -0.2 -0.3
H 17.58877 2.71013 6.15783 0.5 0.3 0.8
H 17.84443 4.46159 5.72643 0.0 -0.5 -0.4
H 16.22766 3.62613 5.67649 -0.1 0.5 -0.1
C 16.89554 -0.22742 5.92839 -0.2 -0.9 0.2
C 17.19912 0.12736 4.46552 -1.3 -0.2 -0.9
C 17.36957 -1.14850 3.46532 1.3 2.0 1.4
N 17.58906 -0.71203 1.97279 0.3 0.6 0.8
C 18.67970 0.41158 1.86930 1.4 -1.8 0.4
C 20.07383 -0.16367 2.31414 -0.9 1.8 1.0
C 20.51031 -1.29275 1.48566 -0.8 -2.6 -1.1
C 19.40378 -2.42162 1.36866 -0.1 0.5 -0.3
C 18.02821 -1.88266 0.99603 0.1 1.3 0.9
C 16.28805 -0.10332 1.49160 1.0 -1.1 -0.7
H 16.13289 -1.00302 5.99828 -0.6 0.2 -0.2
H 16.56866 0.63298 6.51231 -0.2 0.1 -0.3
H 17.65554 -0.68920 6.55868 0.9 0.3 -0.6
H 17.85112 0.99978 4.42229 1.3 -0.9 -0.1
H 16.33205 0.65860 4.07301 -0.8 -0.3 0.2
H 16.52503 -1.82714 3.58481 -0.3 0.4 -0.6
H 18.20155 -1.68782 3.91813 0.5 -0.1 -0.9
H 18.38573 1.30544 2.41947 -0.2 -0.4 0.1
H 18.81691 0.66538 0.81818 -0.6 -0.1 -0.2
H 20.10269 -0.33308 3.39051 -0.1 -0.2 0.1
H 20.81702 0.62167 2.17629 0.0 0.3 0.2
H 21.41945 -1.79436 1.81724 0.1 0.4 0.3
H 20.75107 -0.90885 0.49432 -0.1 -0.2 -0.3
H 19.33647 -3.05660 2.25204 0.1 0.2 0.2
H 19.59343 -3.11093 0.54587 0.5 0.0 0.0
H 17.22663 -2.61736 0.92000 0.0 0.0 0.5
H 18.08122 -1.41207 0.01428 0.0 0.3 0.0
H 16.42486 -0.05116 0.41147 -0.3 0.2 0.0
H 16.14328 0.90622 1.87625 -0.2 -0.4 0.3
H 15.52977 -0.85450 1.71263 -0.3 0.6 0.1
C 20.59247 4.01858 10.84382 0.3 -1.7 1.1
C 20.34689 5.20782 11.78508 0.9 0.1 0.7
C 19.05736 5.18440 12.59765 -1.9 1.0 0.8
N 18.47713 6.55297 13.30335 3.9 -2.0 -3.1
C 19.63708 7.20636 14.08993 -2.5 0.1 2.1
C 19.88400 6.49989 15.47940 -0.9 -0.5 -0.7
C 18.52962 6.22297 16.33958 2.0 0.2 -2.0
C 17.50738 5.52783 15.43702 -0.5 0.7 -0.3
C 17.22923 6.24078 14.08128 0.4 0.1 -0.2
C 18.18433 7.45974 12.08583 -1.1 -0.5 2.9
H 19.99098 3.65602 10.01023 -0.3 1.1 -0.1
H 20.53448 3.13890 11.48484 -0.1 -0.3 0.3
H 21.64422 3.95085 10.56574 0.0 0.6 -0.4
H 20.69996 6.12176 11.30742 -0.7 0.3 0.1
H 21.06561 5.03583 12.58631 0.7 0.2 -0.2
H 19.11463 4.53401 13.47047 0.3 -0.3 -0.3
H 18.20272 4.87380 11.99663 -0.3 -0.1 -0.1
H 20.53481 7.37635 13.49556 -0.3 -0.4 -0.2
H 19.11653 8.14782 14.26540 0.7 0.6 0.3
H 20.39265 5.56913 15.22827 -0.2 -0.4 0.2
H 20.63915 7.03780 16.05255 -0.3 0.4 0.0
H 18.77547 5.51982 17.13534 0.0 0.4 0.2
H 18.23485 7.20598 16.70687 -0.4 -0.3 0.2
H 17.80327 4.48949 15.28732 0.3 0.1 -0.4
H 16.56924 5.37799 15.97138 -0.2 0.4 -0.1
H 16.58603 5.68981 13.39512 0.2 -0.9 -0.1
H 16.67182 7.17590 14.02685 0.2 0.4 1.2
H 17.82782 8.32851 12.63922 0.2 0.8 -0.8
H 17.28765 6.98897 11.68282 0.3 0.0 -1.0
H 19.06933 7.61072 11.46770 -0.4 -0.1 0.1
C 20.88152 4.03606 3.03504 0.3 -0.1 -0.5
C 21.40693 4.39111 1.61659 -0.1 0.2 0.2
C 21.12802 3.25078 0.67567 -0.6 -0.1 -0.2
N 21.36163 3.56257 -0.88504 -1.7 -0.2 -0.3
C 22.79621 4.08086 -1.02449 0.2 -1.4 -1.1
C 23.23552 3.93202 -2.51926 0.8 0.3 1.0
C 23.08763 2.51134 -2.93593 -1.9 -1.0 -1.8
C 21.56318 2.14945 -3.04261 2.7 -0.6 -0.3
C 21.06871 2.17082 -1.67128 -0.5 0.9 2.1
C 20.40933 4.75110 -1.47254 1.6 -1.6 2.2
H 21.10311 4.80296 3.77725 0.2 -0.1 -0.2
H 21.33035 3.10005 3.36751 0.2 0.1 0.2
H 19.80291 3.88345 3.07255 -0.2 0.1 -0.3
H 22.48080 4.57294 1.65955 0.0 0.2 0.1
H 20.90607 5.26688 1.20394 0.1 0.3 0.3
H 20.14482 2.87730 0.96191 -1.0 0.6 -1.3
H 21.61434 2.34727 1.04344 1.4 0.0 -1.0
H 23.34590 3.40757 -0.36676 0.5 0.2 -0.2
H 22.85663 5.10385 -0.65309 -0.2 -0.2 0.0
H 24.29229 4.11508 -2.71378 0.1 0.8 0.8
H 22.68411 4.64981 -3.12657 -0.1 -0.2 -0.2
H 23.57887 1.78220 -2.29161 -0.1 0.3 0.5
H 23.50646 2.23772 -3.90433 0.3 0.7 -0.2
H 21.61724 1.11964 -3.39567 -0.7 -0.2 0.0
H 20.98528 2.73089 -3.76098 0.2 0.2 0.1
H 21.54259 1.45622 -0.99832 0.3 -0.1 -0.4
H 20.01010 1.91170 -1.68859 -0.3 0.8 0.7
H 19.45085 4.50816 -1.01385 -0.1 0.5 -0.5
H 20.45094 4.88812 -2.55310 -0.1 -0.7 0.2
H 20.92232 5.59742 -1.01572 -0.8 0.3 0.0
B 20.89582 1.77460 6.44450 1.5 0.3 -2.0
F 22.19931 1.59330 6.03145 1.1 0.2 -0.8
F 20.22976 0.61770 6.12799 -1.6 -1.3 0.3
F 21.02402 2.04621 7.75983 -1.3 0.5 2.5
F 20.33278 2.82831 5.69188 -0.7 0.5 0.3
O 24.09392 -0.23350 5.68727 -1.2 -0.5 3.3
C 24.54972 -0.19837 4.47856 4.9 -0.3 -4.5
O 25.69663 -0.58050 4.19270 1.9 -1.8 2.7
O 23.98191 0.29032 3.51157 -5.5 2.2 -1.6
H 23.28713 0.28618 5.71224 -0.3 0.3 -0.1
```
Positions in Å, forces in eV/Å.

The molecular weight is 859.15 Da. The calculation puts the largest force on an atom at 6.7 eV Å⁻¹. The spin multiplicity is 2. As for the total charge: +2. The LUMO energy (alpha / beta) is -3.938 / -3.967 eV. The HOMO energy (alpha / beta) is -6.0 / -7.5 eV.

=====

The lowest largest force on an atom belongs to which entry?
C17H18F3N7O3S

=====

Which value of largest force on an atom does entry 2 give?
4.3 eV Å⁻¹

=====

Which value of molecular weight does entry 3 give?
859.15 Da

=====

Among the records above, which one has the highest molecular weight?
C47H62N10O5S